*one*
The following is a DFT calculation (ωB97M-V/def2-TZVPD) of 2 unconnected molecules or ions with the total composition C4H11N2OS.

HOMO-LUMO gap	0.26514	Eh
molar mass	135.21	g mol⁻¹
total charge	-1
spin multiplicity	1

XYZ file:
```
19
Properties=species:S:1:pos:R:3:lowdin_charge:R:1
C 2.5465 -0.4570 -0.4580 -0.417
C 1.6907 -0.9064 0.7183 -0.725
S 0.2655 -1.9177 0.2204 0.280
N 1.8559 0.2829 -1.5130 -0.037
H 2.9987 -1.3480 -0.9026 0.085
H 3.3786 0.1761 -0.1250 0.090
H 1.3608 -0.0340 1.2979 0.035
H 2.3573 -1.4698 1.3842 0.034
H 1.5282 1.1590 -1.1220 0.049
H 1.0074 -0.2327 -1.7264 -0.001
C -2.1027 0.6885 -1.0058 -0.037
C -1.7014 1.3139 0.3069 -0.622
N -1.5035 0.4482 1.3479 0.094
O -1.6389 2.5345 0.4393 -0.021
H -1.3916 -0.0735 -1.3217 0.026
H -2.1804 1.4973 -1.7310 0.071
H -3.0755 0.2072 -0.8944 0.076
H -0.9318 -0.4224 1.0828 -0.060
H -1.1809 0.9665 2.1516 0.082
```

=====

*two*
The following is a DFT calculation (ωB97M-V/def2-TZVPD) of a gas-phase ion, C4H11N2OS (charge -1).

HOMO-LUMO gap	0.21115	Eh
molar mass	135.21	g mol⁻¹
total charge	-1
spin multiplicity	1
structure (SMILES)	N[C@H](CS)CNC[O-]

XYZ file:
```
19
Properties=species:S:1:pos:R:3:lowdin_charge:R:1
N -1.2950 1.8737 0.3492 0.001
C -0.2894 0.8015 0.4226 -0.455
C 1.1142 1.3582 0.0896 -0.575
S 1.8966 2.3032 1.3908 0.652
C -0.6025 -0.4268 -0.4902 -0.258
N -0.4668 -1.6775 0.2190 -0.074
C 0.4659 -2.6501 -0.5030 -0.552
O 1.4207 -2.0849 -1.2355 -0.339
H -1.4260 2.2732 -0.5712 0.060
H -2.1271 1.6324 0.8800 0.059
H -0.2592 0.4480 1.4545 0.113
H 1.1310 1.8970 -0.8645 0.070
H 1.6513 0.4277 -0.1388 0.070
H 0.8670 3.0912 1.7493 -0.167
H -1.5973 -0.2642 -0.9213 0.096
H 0.1526 -0.3856 -1.2879 0.088
H -1.3818 -2.0952 0.3314 0.069
H -0.2306 -3.2569 -1.1614 0.069
H 0.9765 -3.2649 0.2873 0.071
```

=====

Most stable to least stable, the ends of the list are *one* and *two*.

=====

*one*
The following is a DFT calculation (ωB97M-V/def2-TZVPD) of 2 unconnected molecules or ions with the total composition C2H10NOS2.

HOMO-LUMO gap	0.32422	Eh
molar mass	128.24	g mol⁻¹
total charge	+1
spin multiplicity	1

XYZ file:
```
16
Properties=species:S:1:pos:R:3:lowdin_charge:R:1
N -0.2230 0.4341 0.6924 0.121
C 0.4799 -0.0669 -0.5438 -0.216
C -0.3254 -0.4268 -1.7784 -0.605
S -1.3589 -1.7948 -1.6964 0.465
S -1.8179 -2.8897 -0.0482 0.335
H 0.5395 0.4570 1.3701 0.115
H -1.2142 0.1434 1.0945 0.221
H -0.4033 1.5282 0.6795 0.193
H 0.8613 -1.1204 -0.2497 0.152
H 1.3167 0.5667 -0.6593 0.118
H -0.9435 0.5055 -2.0563 0.116
H 0.2828 -0.6480 -2.6030 0.059
H -1.0078 -3.9674 -0.1190 -0.169
H 1.1526 2.3318 2.7773 0.065
H 1.1911 2.7490 1.2370 0.012
O 1.4701 2.1982 1.9032 0.018
```

=====

*two*
The following is a DFT calculation (ωB97M-V/def2-TZVPD) of 2 unconnected molecules or ions with the total composition C2H10NOS2.

HOMO-LUMO gap	0.30108	Eh
molar mass	128.24	g mol⁻¹
total charge	+1
spin multiplicity	1

XYZ file:
```
16
Properties=species:S:1:pos:R:3:lowdin_charge:R:1
N -0.1429 -1.4984 0.6036 0.183
C 0.8239 -0.4549 0.0640 -0.230
C 0.5725 -0.1234 -1.3798 -0.569
S 1.7370 1.1696 -1.8863 0.493
S 0.9080 2.7940 -0.8904 0.360
H -0.8892 -1.0589 1.1851 0.107
H -0.6881 -1.9125 -0.1472 0.162
H 0.2322 -2.2838 1.1297 0.171
H 0.6941 0.4342 0.6800 0.094
H 1.8503 -0.7845 0.2645 0.135
H -0.4327 0.1902 -1.6068 0.081
H 0.8641 -0.8831 -2.1007 0.078
H 1.7710 3.6255 -1.4513 -0.186
H -1.8639 0.7432 2.1234 0.079
H -3.1698 -0.0314 1.8660 0.078
O -2.2666 0.0742 1.5460 -0.038
```

=====

Most stable to least stable, the ends of the list are *two* and *one*.

=====

*one*
The following is a DFT calculation (ωB97M-V/def2-TZVPD) of a molecular structure, C6H11NO.

HOMO-LUMO gap	0.37799	Eh
molar mass	113.16	g mol⁻¹
total charge	0
spin multiplicity	1

XYZ file:
```
19
Properties=species:S:1:pos:R:3:lowdin_charge:R:1
C 1.0241 -0.4813 -0.2538 -0.348
C 0.1228 -1.5137 0.6145 -0.187
C -1.4188 -0.9845 0.6313 -0.186
C -1.3780 0.2146 -0.5683 -0.153
C -0.0390 0.7262 -0.4366 -0.609
C 0.4983 1.9198 -0.9389 -0.041
H 2.5133 -0.9842 0.4608 0.087
H 1.4226 -1.1010 -1.3167 0.193
H 0.7342 -1.5770 1.7428 0.160
H 0.3074 -2.6199 0.4162 0.088
H -1.6675 -0.6659 1.9051 0.153
H -2.4052 -1.9405 0.2919 0.167
H -1.4182 -0.4190 -1.6287 0.159
H -2.2428 1.1869 -0.5480 0.183
H 0.0566 2.8671 -1.3801 0.125
H 1.6176 1.7504 -1.1068 0.121
H -0.3286 2.0756 1.0444 0.040
N 0.4281 1.6319 0.6481 0.107
O 2.1729 -0.0854 0.4228 -0.060
```

=====

*two*
The following is a DFT calculation (ωB97M-V/def2-TZVPD) of a molecular structure, C6H11NO.

HOMO-LUMO gap	0.23473	Eh
molar mass	113.16	g mol⁻¹
total charge	0
spin multiplicity	1

XYZ file:
```
19
Properties=species:S:1:pos:R:3:lowdin_charge:R:1
C -2.2685 1.1467 0.1854 -0.077
C -1.7918 -0.2504 -0.3925 -0.217
C -0.4175 -0.5577 0.0880 -0.063
C 0.4462 -1.5310 -0.4865 -0.222
N 1.7855 -1.6592 0.0912 0.058
C 2.0216 -0.1940 -0.2941 -0.099
C 0.6840 -0.0700 -0.8496 -0.116
H -2.7895 0.9789 1.1229 0.067
H -2.8387 1.6498 -0.5894 0.064
H -1.3440 1.6780 0.4097 0.068
H -1.7787 -0.0194 -1.4575 0.103
H -2.5437 -1.0030 -0.1806 0.105
H 0.1766 -2.3018 -1.2137 0.153
H 1.5996 -1.7075 1.0954 0.108
H 2.9052 0.0520 -0.8706 0.123
H 0.3839 0.6769 -1.5757 0.154
H 1.7645 0.3916 0.8716 -0.013
H 2.3078 1.6123 2.2852 -0.007
O 1.6976 1.1078 1.7608 -0.188
```

=====

*three*
The following is a DFT calculation (ωB97M-V/def2-TZVPD) of 3 unconnected molecules or ions with the total composition C6H11NO.

HOMO-LUMO gap (alpha / beta)	0.28558 / 0.28500	Eh
molar mass	113.16	g mol⁻¹
total charge	0
spin multiplicity	1

XYZ file:
```
19
Properties=species:S:1:pos:R:3:lowdin_charge:R:1
C -2.8038 0.6688 0.4070 0.010
C 1.8575 -1.3865 0.6986 -0.100
N -0.3295 0.6884 0.5652 -0.036
C -0.9033 -0.0796 -0.2868 -0.295
C 1.5179 -0.1146 0.0156 -0.197
C -1.0757 -1.1195 -1.0608 0.039
C 2.2829 0.6835 -0.6996 0.003
O -0.2610 2.0363 0.1875 -0.030
H 0.0478 2.4711 0.9944 0.115
H -3.3767 -0.2485 0.4704 0.003
H -3.0103 1.3039 -0.4481 0.008
H -2.7489 1.2021 1.3481 0.009
H 1.5420 -1.3589 1.7442 0.080
H 1.3720 -2.2460 0.2318 0.069
H 2.9410 -1.5646 0.6810 0.081
H -0.2335 -1.5979 -1.5403 0.058
H -2.0745 -1.4267 -1.3364 0.062
H 3.3563 0.5070 -0.7999 0.066
H 1.9000 1.5816 -1.1719 0.053
```

=====

*four*
The following is a DFT calculation (ωB97M-V/def2-TZVPD) of 2 unconnected molecules or ions with the total composition C6H11NO.

HOMO-LUMO gap	0.31838	Eh
molar mass	113.16	g mol⁻¹
total charge	0
spin multiplicity	1
structure (SMILES)	Cc1cc[nH]c1C.O

XYZ file:
```
19
Properties=species:S:1:pos:R:3:lowdin_charge:R:1
C 2.0019 -0.5023 -0.2848 -0.062
C 0.7564 0.2297 -0.6183 -0.265
C 0.1048 0.1504 -1.9418 -0.056
C -1.2627 0.4263 -1.8099 -0.054
N -1.3350 0.8392 -0.4139 0.012
C -0.2436 0.6713 0.2964 -0.388
C -0.0675 1.1310 1.7592 -0.028
H 1.9022 -0.6485 0.8403 0.091
H 2.1872 -1.3828 -0.8901 0.079
H 2.7959 0.2330 -0.4177 0.071
H 0.5623 -0.4235 -2.7716 0.105
H -2.1233 0.2940 -2.5101 0.114
H -2.2613 1.0223 -0.0921 0.140
H 0.4958 0.3650 2.4166 0.094
H -1.1088 1.2906 2.1390 0.073
H 0.5035 2.1505 1.7807 0.107
O -0.9987 -2.1525 0.4972 -0.116
H -0.7558 -1.1726 0.5901 0.013
H -1.1534 -2.5213 1.4308 0.071
```

=====

Most stable to least stable, the ends of the list are *four* and *three*.